(1)
{
  "formula": "C43H34ClF3IN9O7Sn",
  "method": "ωB97M-V/def2-TZVPD",
  "elements": ["Sn", "O", "C", "O", "C", "C", "C", "C", "C", "N", "C", "O", "O", "H", "H", "H", "N", "C", "C", "C", "C", "N", "C", "N", "N", "C", "O", "O", "H", "H", "H", "H", "H", "H", "H", "H", "H", "H", "H", "H", "H", "H", "Cl", "C", "C", "C", "I", "C", "O", "C", "N", "C", "C", "C", "C", "H", "H", "H", "H", "N", "C", "C", "C", "C", "C", "C", "N", "C", "C", "C", "C", "N", "C", "C", "H", "H", "H", "H", "H", "H", "H", "H", "H", "F", "C", "F", "F", "C", "C", "C", "C", "C", "C", "C", "C", "H", "H", "H", "H"],
  "coordinates": [[-0.1083, -0.1476, 2.1252], [-0.2958, -4.3549, -1.4767], [-0.3669, -3.6871, -0.4296], [0.5458, -3.3850, 0.3723], [-1.7789, -3.1633, -0.0788], [-2.8571, -3.5755, -0.8544], [-4.1179, -3.0770, -0.5714], [-4.2677, -2.1902, 0.4808], [-3.1413, -1.8264, 1.2089], [-1.9277, -2.2993, 0.9309], [-3.3062, -0.8349, 2.3663], [-4.4623, -0.6498, 2.7513], [-2.2699, -0.2533, 2.8202], [-2.6605, -4.2679, -1.6605], [-4.9745, -3.3752, -1.1664], [-5.2220, -1.7692, 0.7630], [2.7147, -1.5360, 2.3239], [3.9159, -1.1233, 1.6383], [4.9257, -0.5240, 2.6422], [4.3368, 0.4433, 3.6756], [3.6900, 1.7460, 3.1750], [4.2203, 2.3530, 1.9568], [5.5220, 2.5751, 1.6605], [5.9070, 2.6778, 0.4331], [6.3576, 2.6643, 2.7743], [3.6485, -0.0691, 0.5849], [4.7457, 0.1042, -0.1832], [2.6476, 0.5867, 0.4530], [2.9649, -2.0912, 3.1349], [2.1347, -2.1413, 1.7401], [4.4336, -1.9320, 1.1035], [5.7392, -0.0565, 2.0858], [5.3606, -1.3594, 3.1998], [5.1330, 0.6726, 4.3890], [3.5461, -0.0658, 4.2313], [3.7213, 2.4705, 3.9947], [2.6355, 1.5592, 2.9887], [3.6241, 2.2889, 1.1470], [4.7590, 1.0151, -0.5245], [6.8897, 2.9215, 0.3759], [5.8947, 2.9313, 3.6300], [7.2125, 3.1674, 2.6087], [0.1584, -2.4970, 9.3210], [0.3908, -1.6093, 7.8232], [0.8955, -0.3423, 7.8707], [1.0801, 0.3903, 6.6929], [1.8919, 2.3165, 6.8150], [0.7498, -0.0830, 5.4088], [0.8747, 0.5926, 4.3451], [0.2645, -1.4636, 5.3979], [0.0355, -1.9853, 4.1750], [-0.3911, -3.2191, 4.0572], [-0.6354, -4.0315, 5.1805], [-0.4063, -3.5315, 6.4301], [0.0741, -2.2128, 6.5820], [1.1489, 0.0980, 8.8255], [-0.5246, -3.5770, 3.0445], [-0.9946, -5.0432, 5.0429], [-0.5780, -4.1351, 7.3118], [-2.0112, 0.3939, -5.6657], [-1.8755, 0.4134, -7.0335], [-2.6877, 0.8906, -8.0562], [-2.2190, 0.7331, -9.3485], [-0.9833, 0.1207, -9.6074], [-0.1820, -0.3491, -8.5826], [-0.6349, -0.1983, -7.2732], [-0.0405, -0.5629, -6.0792], [-0.8856, -0.1973, -5.1507], [-0.6928, -0.3560, -3.7028], [-1.7150, -0.0891, -2.7999], [-1.4493, -0.1973, -1.4464], [-0.2543, -0.5167, -0.9595], [0.7058, -0.8203, -1.8281], [0.5353, -0.7646, -3.2025], [-2.7578, 0.8066, -5.1347], [-3.6370, 1.3681, -7.8490], [-2.8176, 1.0893, -10.1777], [-0.6530, 0.0175, -10.6338], [0.7725, -0.8207, -8.7771], [-2.7105, 0.1989, -3.1173], [-2.2250, 0.0033, -0.7167], [1.6552, -1.1203, -1.4041], [1.3386, -1.0145, -3.8809], [-4.5219, 2.7850, -5.1638], [-4.7764, 3.6856, -4.1704], [-4.5312, 4.8945, -4.7198], [-6.1011, 3.6184, -3.9465], [-3.9641, 3.4309, -2.9488], [-4.5393, 2.8769, -1.8118], [-3.7568, 2.5978, -0.7053], [-2.3776, 2.8533, -0.7104], [-1.8167, 3.4227, -1.8663], [-2.5968, 3.7027, -2.9710], [-1.5688, 2.4472, 0.3883], [-0.8337, 2.0242, 1.2735], [-5.5983, 2.6554, -1.7980], [-4.1955, 2.1519, 0.1786], [-0.7517, 3.6118, -1.8823], [-2.1492, 4.1254, -3.8630]],
  "forces_ev_per_a": [[-0.4, -0.1, -0.1], [-0.1, -0.1, -0.1], [0.3, 0.1, 0.4], [0.1, 0.1, 0.1], [0.1, 0.1, 0.0], [-0.1, 0.0, 0.0], [0.0, 0.0, 0.0], [-0.1, 0.0, 0.0], [0.2, -0.1, 0.0], [0.0, 0.1, 0.1], [-0.4, 0.0, -0.2], [0.1, 0.0, 0.1], [0.7, 0.0, 0.0], [0.0, 0.0, 0.0], [0.0, 0.0, 0.0], [0.0, 0.0, 0.0], [0.0, -0.4, -0.2], [0.2, 0.0, 0.0], [-0.1, 0.0, 0.1], [0.0, -0.1, 0.0], [0.1, 0.1, 0.0], [0.1, -0.1, 0.0], [0.0, 0.2, 0.2], [-0.1, 0.1, 0.0], [0.0, -0.1, 0.0], [0.0, -0.1, -0.2], [-0.1, -0.2, 0.1], [-0.1, -0.1, -0.1], [-0.1, 0.1, 0.1], [-0.1, 0.1, -0.1], [0.0, 0.0, 0.0], [0.0, 0.0, 0.0], [0.0, 0.0, 0.0], [0.0, 0.0, 0.0], [0.1, 0.0, 0.1], [-0.1, 0.0, 0.0], [0.0, 0.0, 0.0], [0.0, 0.0, 0.0], [0.1, 0.1, -0.1], [0.0, 0.0, 0.0], [0.0, 0.0, 0.0], [0.0, 0.0, 0.0], [0.0, 0.0, 0.0], [0.0, 0.0, 0.0], [0.0, 0.0, -0.1], [0.1, 0.1, -0.1], [0.0, -0.1, 0.0], [0.0, 0.1, 0.2], [-0.2, 0.0, -0.2], [0.0, 0.0, -0.1], [-0.1, -0.1, 0.0], [0.1, 0.1, 0.1], [0.0, -0.1, -0.1], [0.0, 0.0, 0.0], [0.0, 0.0, 0.0], [0.0, 0.0, 0.0], [-0.1, -0.1, -0.1], [0.0, 0.0, 0.0], [0.0, 0.0, 0.0], [-0.1, 0.1, 0.0], [0.0, 0.0, 0.0], [0.0, 0.0, 0.0], [0.0, 0.0, 0.0], [0.0, 0.0, 0.0], [0.0, 0.0, 0.0], [0.0, 0.0, 0.0], [0.0, 0.0, 0.0], [0.0, 0.0, 0.0], [0.0, 0.0, -0.1], [-0.1, 0.0, 0.0], [0.1, 0.1, 0.0], [-0.1, 0.0, -0.1], [0.0, 0.0, 0.1], [0.0, 0.1, 0.0], [0.0, 0.0, 0.0], [0.0, 0.0, 0.0], [0.0, 0.0, 0.0], [0.0, 0.0, 0.0], [0.0, 0.0, 0.0], [0.0, 0.0, 0.0], [0.0, 0.0, 0.0], [0.0, 0.0, 0.0], [0.0, 0.0, 0.0], [0.0, -0.1, 0.0], [0.0, 0.0, 0.0], [0.0, 0.0, 0.0], [0.0, 0.0, 0.0], [0.1, -0.1, 0.0], [0.0, 0.0, 0.0], [0.0, 0.0, 0.0], [-0.1, -0.1, 0.0], [0.0, 0.0, 0.0], [0.0, 0.0, 0.0], [0.2, 0.2, -0.1], [-0.1, -0.2, 0.2], [0.0, 0.0, 0.0], [0.0, 0.0, 0.0], [0.0, 0.0, 0.0], [0.0, 0.0, 0.0]],
  "e_tot_ev": -107499.0126,
  "homo_energy_ev": -2.75,
  "total_charge": -2,
  "homo_lumo_gap_ha": 0.2288,
  "e_above_lowest_kcal_mol": 15.4
}

=====

(2)
{
  "formula": "C43H34N3O6PS2V",
  "method": "ωB97M-V/def2-TZVPD",
  "elements": ["V", "O", "C", "C", "C", "C", "C", "C", "C", "O", "N", "O", "O", "H", "H", "H", "H", "O", "C", "C", "C", "C", "C", "C", "C", "P", "C", "C", "C", "C", "C", "C", "C", "C", "C", "C", "C", "C", "H", "H", "H", "H", "H", "H", "H", "H", "H", "H", "H", "H", "H", "H", "S", "C", "C", "C", "C", "C", "C", "S", "H", "H", "H", "H", "C", "N", "N", "C", "O", "C", "C", "C", "C", "C", "C", "C", "C", "C", "H", "H", "H", "H", "H", "H", "H", "H", "H", "H", "H", "H"],
  "coordinates": [[7.3329, -6.5840, 17.6489], [5.2993, -7.1518, 18.3380], [4.1197, -7.4113, 18.4656], [3.5585, -8.5571, 19.0396], [2.1540, -8.6413, 18.8656], [1.4041, -9.7070, 19.2954], [2.1410, -10.7979, 19.8943], [3.5105, -10.8542, 19.9896], [4.3200, -9.7754, 19.5009], [5.5553, -9.7629, 19.5761], [-0.0211, -9.7373, 19.1537], [-0.6602, -8.7064, 18.8269], [-0.5431, -10.8400, 19.2768], [3.5050, -6.5932, 18.1292], [1.5462, -7.8247, 18.4637], [1.4899, -11.5463, 20.3125], [4.0083, -11.7091, 20.4247], [7.1594, -3.6570, 17.3561], [7.7560, -4.5662, 17.9372], [8.8367, -4.0225, 18.8653], [9.6078, -2.9580, 18.5171], [10.4869, -2.4125, 19.4246], [10.6372, -3.0191, 20.6557], [9.8909, -4.1084, 21.0373], [8.9180, -4.6295, 20.1069], [7.8333, -6.0977, 20.2068], [8.5282, -7.1358, 21.5581], [8.4001, -6.8514, 22.9335], [8.9771, -7.6355, 23.8690], [9.5725, -8.8240, 23.5392], [9.7604, -9.1485, 22.1933], [9.2316, -8.2833, 21.2413], [6.3463, -5.4625, 21.0710], [5.3471, -6.3553, 21.4387], [4.2222, -5.9706, 22.1053], [4.0830, -4.5862, 22.4111], [5.1116, -3.7009, 22.1021], [6.1757, -4.0832, 21.3566], [9.4229, -2.5092, 17.5607], [11.1008, -1.5247, 19.2116], [11.4199, -2.6463, 21.3738], [9.9402, -4.5267, 22.0469], [7.8773, -5.9995, 23.3147], [8.9468, -7.3574, 24.8869], [10.0573, -9.4368, 24.3224], [10.3064, -10.0073, 21.8145], [9.4064, -8.5119, 20.1878], [5.5227, -7.3707, 21.2298], [3.5656, -6.7568, 22.4123], [3.2890, -4.2822, 23.0315], [4.9699, -2.5999, 22.2143], [6.9257, -3.3575, 21.0234], [9.5891, -6.3253, 16.2876], [10.7392, -7.6781, 16.3376], [10.8650, -8.4922, 17.4917], [11.6711, -9.6400, 17.5341], [12.3762, -9.9756, 16.3670], [12.3792, -9.1227, 15.2582], [11.5474, -7.9805, 15.1702], [11.6029, -7.0524, 13.7207], [10.2886, -8.2456, 18.3243], [11.7469, -10.2188, 18.4776], [12.9282, -10.9133, 16.3451], [12.9603, -9.3526, 14.3908], [8.6331, -7.5570, 11.7584], [8.2613, -6.9007, 12.9705], [7.3199, -7.4413, 13.8108], [6.8887, -6.4845, 14.6921], [6.1953, -6.7683, 15.7413], [7.3972, -5.2328, 14.1927], [8.3441, -5.5770, 13.2227], [9.4184, -4.7243, 12.7113], [7.5357, -8.8089, 14.2081], [6.3776, -9.5644, 14.2315], [6.3996, -10.8812, 14.5604], [7.6182, -11.4749, 14.8949], [8.7966, -10.7162, 14.7821], [8.7546, -9.3846, 14.4282], [7.8155, -7.5815, 11.0060], [8.9006, -8.5987, 11.9670], [9.5023, -6.9889, 11.3363], [7.2978, -4.2562, 14.6379], [9.4841, -3.7752, 13.2303], [9.3573, -4.4840, 11.6507], [10.3460, -5.3327, 12.8832], [5.4572, -9.0362, 13.9701], [5.5212, -11.5038, 14.5335], [7.7501, -12.5321, 15.1025], [9.7437, -11.2006, 15.0038], [9.7030, -8.8148, 14.3588]],
  "forces_ev_per_a": [[-0.4, -0.3, -0.4], [2.1, -0.1, 0.0], [1.1, 1.1, -0.1], [-2.0, -2.2, -0.4], [-0.1, 0.9, 0.5], [1.4, -0.4, 0.5], [-0.5, 0.2, -0.1], [-1.8, -0.1, -0.3], [0.8, 2.2, 0.1], [-0.4, -0.3, -0.1], [0.1, 0.5, -0.9], [1.0, -1.3, 0.6], [-0.5, 0.2, 0.3], [-1.4, 0.2, -0.2], [0.6, 0.1, -0.1], [0.2, -0.6, 0.1], [0.0, 0.0, 0.1], [-0.3, -0.1, -0.5], [-0.3, 1.2, -0.1], [-0.9, -1.7, 0.2], [0.4, 1.4, -0.1], [0.6, 0.4, -0.3], [1.4, 0.3, 1.7], [-1.9, -1.1, -0.6], [1.6, 0.4, 0.9], [0.1, -0.3, 0.0], [-0.1, 0.3, 0.9], [-0.3, 0.8, -1.4], [0.1, -0.9, 0.5], [1.8, -1.4, -0.4], [-0.4, 0.5, 0.2], [0.3, -0.3, -1.0], [0.1, 1.3, -0.1], [1.1, 0.5, -0.3], [0.1, 2.0, 0.4], [1.0, -1.8, 0.2], [-1.9, 1.7, -0.4], [1.7, -1.6, -0.8], [0.1, 0.1, -0.4], [-0.3, -0.5, -0.1], [-0.9, -0.2, -0.8], [0.3, 0.1, -0.4], [-0.3, 0.6, -0.3], [-0.2, 0.3, 1.0], [-0.5, 0.3, -0.5], [-0.1, 0.0, 0.4], [-0.2, 0.0, 0.2], [0.0, -1.4, -0.3], [-0.7, 0.1, 0.2], [-1.1, 0.5, 0.4], [0.0, -1.0, 0.4], [-0.3, -0.3, 0.2], [-0.1, -0.5, 0.6], [0.3, -0.5, -0.1], [1.0, -0.4, -1.9], [-0.2, 0.4, -0.2], [0.1, 0.1, 0.4], [-1.0, -0.2, 0.9], [0.4, -0.2, 1.5], [0.2, 0.1, -0.5], [-0.8, 0.5, 1.3], [-0.1, 0.2, -0.8], [0.2, 0.2, -0.1], [0.3, -0.2, -0.4], [0.5, 0.0, -0.9], [0.3, 0.8, 0.3], [0.6, -1.0, 0.1], [-0.9, 1.1, 1.0], [1.4, 0.3, -1.0], [0.7, -1.1, -0.5], [-1.7, 0.6, 1.2], [1.0, -0.3, -0.8], [-1.3, 0.4, -0.6], [-0.9, 1.1, -0.2], [0.5, -1.5, 0.5], [1.0, 0.5, -0.7], [-0.6, -1.1, 0.4], [1.6, 0.7, 0.2], [0.2, 0.2, 0.4], [0.3, 0.3, -0.1], [-0.7, -0.8, 0.5], [0.0, -0.2, 0.3], [-0.1, -0.1, 0.3], [-0.2, -0.1, -0.3], [-0.5, 0.7, 0.0], [0.2, -0.3, 0.1], [-0.3, 0.1, 0.1], [-0.4, 0.1, 0.2], [0.0, 0.3, -0.1], [-0.9, -0.3, -0.1]],
  "e_tot_ev": -118542.7746,
  "homo_energy_ev": [-1.08, -1.14],
  "s2": 3.77,
  "spin_multiplicity": 4,
  "total_charge": -2,
  "homo_lumo_gap_ha": [0.1840, 0.1863],
  "e_above_lowest_kcal_mol": 0.0
}